1.
Below is a structure of composition C20H17F6I2N5O5RuS2 at a distorted geometry, with properties calculated with wB97M-V/def2-TZVPD.

frontier orbital gap (spin up / spin down): 5.3 / 3.4 eV
expectation value of S²: 8.7782
charge: +1
2S+1: 6
electronic energy: -95446.978 eV

CARTESIAN COORDINATES (ANGSTROEM)
Ru -16.58267 -4.12678 0.38909
I -22.32130 -1.06905 3.26182
C -21.64019 -2.55767 1.88339
C -21.41422 -2.15453 0.57892
C -20.26053 -2.56702 -0.05083
I -19.86113 -1.57853 -1.85087
C -19.42441 -3.53701 0.52740
O -18.47345 -4.12668 -0.17294
C -19.72039 -3.97662 1.88495
C -18.80199 -4.88525 2.49719
N -17.39108 -4.45442 2.45997
C -16.47499 -5.36905 3.09236
C -15.09244 -4.75420 3.34504
C -14.36772 -5.06321 4.53481
C -13.11722 -4.43866 4.67537
C -12.43955 -3.68185 3.70837
C -13.24883 -3.35057 2.63616
N -14.44501 -3.94095 2.39273
C -20.88352 -3.55665 2.46086
H -22.18016 -1.60234 0.04551
H -18.83831 -5.86745 2.00604
H -19.03594 -5.04565 3.59778
H -17.30218 -3.61785 3.00954
H -16.44973 -6.32859 2.49941
H -16.80870 -5.69846 4.06455
H -14.76285 -5.80250 5.22557
H -12.58679 -4.71638 5.58728
H -11.40435 -3.41716 3.77832
H -12.91293 -2.64808 1.83468
H -21.27961 -4.00255 3.37501
F -12.22205 -8.10722 -3.06935
C -12.88127 -8.99930 -2.29522
F -13.99261 -9.43818 -2.93809
F -12.09064 -9.97044 -1.91508
S -13.42186 -8.18953 -0.59919
O -14.33889 -9.07966 0.03752
O -13.71583 -6.77204 -0.89079
N -11.97004 -8.11967 0.08964
S -11.41366 -8.54093 1.46737
O -15.12615 -3.36634 1.36439
O -9.92669 -8.48795 1.30964
C -11.96169 -10.49501 1.91927
F -11.02774 -11.16499 2.57331
F -13.07175 -10.34368 2.66132
F -12.30850 -11.05599 0.73654
N -15.71197 -4.73580 -1.45262
C -16.65538 -5.52106 -2.30310
C -17.40707 -4.99212 -3.36487
C -18.50608 -5.66570 -3.91340
C -18.76071 -6.92550 -3.38578
C -17.89479 -7.40240 -2.36139
N -16.84004 -6.80578 -1.80566
H -14.94981 -5.41373 -1.20982
H -15.35582 -3.87822 -1.84199
H -17.30258 -3.90802 -3.57560
H -19.15689 -5.21666 -4.70527
H -19.61162 -7.55882 -3.61942
H -18.05804 -8.32937 -1.84011



2.
Below is a structure of composition C30H46N2PTl, with properties calculated with wB97M-V/def2-TZVPD.

frontier orbital gap: 6.7 eV
2S+1: 1
electronic energy: -48816.629 eV

CARTESIAN COORDINATES (ANGSTROEM)
Tl -1.32386 0.97877 -0.38878
C -0.09603 -1.78344 -3.35165
C -1.34116 -2.46690 -2.79773
C -1.12354 -3.97417 -2.73027
P -1.83789 -1.63472 -1.21787
C -3.66564 -1.87388 -1.04108
C -4.26272 -3.21679 -1.44824
C -4.07039 -1.50973 0.38262
C -1.02751 -2.47887 0.14406
C -1.26279 -3.82739 0.41559
C -0.64506 -4.51152 1.44000
C -0.90017 -5.96456 1.68915
C 0.26165 -3.78333 2.22096
C 0.51086 -2.45572 1.99959
C -0.14229 -1.73391 0.96735
N 0.05056 -0.40450 0.79179
C 1.04357 0.23462 1.57124
C 2.36780 0.22637 1.12749
C 2.75810 -0.61201 -0.05088
C 3.32543 0.94652 1.82541
C 3.00673 1.65680 2.97429
C 4.04100 2.47117 3.69048
C 1.69942 1.59692 3.43777
C 0.71411 0.89225 2.76241
C -0.66466 0.79314 3.33245
H 0.22767 -2.27841 -4.26793
H 0.72380 -1.83994 -2.63218
H -0.27663 -0.73306 -3.56318
H -2.18092 -2.25655 -3.47628
H -0.31532 -4.21777 -2.04271
H -0.84333 -4.34023 -3.71966
H -2.00991 -4.51858 -2.41072
H -4.07800 -1.10881 -1.71509
H -3.94621 -4.01347 -0.77846
H -4.00104 -3.49768 -2.46693
H -5.35123 -3.16418 -1.39347
H -3.69390 -2.24601 1.09280
H -5.15642 -1.47803 0.46318
H -3.68812 -0.53102 0.68903
H -1.96053 -4.36988 -0.21342
H -1.82608 -6.28772 1.21325
H -0.98764 -6.17472 2.75537
H -0.09463 -6.59120 1.30046
H 0.78008 -4.27813 3.03518
H 1.20596 -1.93350 2.63906
H 2.03048 -0.52632 -0.85904
H 2.78908 -1.66885 0.22584
H 3.74694 -0.33596 -0.41473
H 4.34841 0.94102 1.46855
H 5.03815 2.05373 3.55389
H 3.83700 2.51559 4.75940
H 4.06095 3.49780 3.31872
H 1.43515 2.11354 4.35130
H -0.76292 1.42959 4.20934
H -0.88986 -0.23494 3.62501
H -1.41870 1.10835 2.61006
C -1.36401 5.34087 0.54078
C -0.82082 4.11725 -0.20796
C 0.70155 4.09511 -0.07881
C -1.21429 4.24942 -1.68962
C -1.40867 2.93749 0.53828
H -0.90379 6.24932 0.14852
H -1.13303 5.27797 1.60122
H -2.44406 5.42270 0.42719
H 1.14508 4.98072 -0.54256
H 1.11930 3.21258 -0.55235
H 0.99412 4.06356 0.97001
H -0.79527 5.16147 -2.12581
H -2.29842 4.28338 -1.79749
H -0.84175 3.39836 -2.26004
H -2.49885 3.08293 0.63003
C 3.63562 3.19608 -2.51292
C 3.14867 1.89694 -3.13695
C 1.83565 1.53516 -2.64065
N 0.79863 1.30984 -2.20864
H 4.61939 3.43829 -2.90817
H 3.70723 3.10240 -1.43140
H 2.95773 4.01623 -2.73748
H 3.81952 1.06621 -2.90259
H 3.08269 1.96591 -4.22541



3.
Below is a cluster of 5 separate species, C34H71INO12S in total at a distorted geometry, with properties calculated with wB97M-V/def2-TZVPD.

frontier orbital gap: 5.2 eV
charge: +1
2S+1: 1
electronic energy: -81378.828 eV

CARTESIAN COORDINATES (ANGSTROEM)
C 4.10543 -2.00203 0.30736
C 5.29254 -0.85740 0.53134
C 5.14107 0.23564 -0.68861
C 5.17540 1.81139 -0.12940
C 6.58995 2.49852 -0.59272
C 6.79285 4.05723 -0.12676
C 5.37528 4.84808 -0.47125
C 4.92977 4.81084 -2.08294
N 3.64412 5.45568 -2.55142
C 2.69763 6.15675 -1.57395
I 0.85849 6.99866 -2.51350
C 3.01200 6.28466 0.03928
C 1.90269 7.05055 1.01169
C 0.79596 5.86310 1.41412
C 0.19948 6.06559 2.95519
S -0.14217 4.34278 3.68711
O 1.18551 3.93619 4.41156
O -0.46423 3.27598 2.57104
O -1.50356 4.36658 4.76894
C 4.41866 5.59953 0.62866
C 4.82918 5.66735 2.21524
O 5.15011 4.36884 2.83141
C 5.09825 4.64271 4.29531
C 6.19152 3.79071 5.17328
C 6.24643 2.19336 4.80800
H 3.15246 -1.57410 0.87279
H 4.42431 -3.05184 0.71906
H 3.84435 -2.16479 -0.84309
H 5.14631 -0.34309 1.59097
H 6.35895 -1.34501 0.42739
H 4.07336 0.03615 -1.18400
H 5.91678 0.07424 -1.57536
H 4.21070 2.31365 -0.56150
H 5.09220 1.78629 1.05560
H 7.45335 1.87370 -0.05891
H 6.70212 2.37584 -1.76301
H 7.16364 4.20599 0.97314
H 7.59790 4.53149 -0.86802
H 5.63564 4.25910 -2.87099
H 3.42287 5.39068 -3.58058
H 2.40034 7.52270 1.96842
H 1.38069 7.91351 0.40746
H -0.06633 5.76359 0.62104
H 1.38551 4.82664 1.40262
H -0.83808 6.63747 2.97190
H 0.99896 6.67010 3.59958
H -2.19970 3.83684 4.24377
H 5.81476 6.33372 2.31269
H 3.98714 6.24679 2.82822
H 5.34766 5.78941 4.47323
H 3.99005 4.49404 4.69299
H 5.86269 3.89894 6.31283
H 7.24898 4.33266 5.10607
H 5.23124 1.69294 5.15965
H 6.39513 2.00047 3.64022
H 7.17760 1.70781 5.35867
C -1.31723 -5.08555 -2.29722
O -1.11964 -5.53043 -0.95924
C 0.25196 -5.83766 -0.68620
C 0.93858 -4.69523 0.06632
O 1.03572 -3.51844 -0.74191
C 0.02722 -2.56301 -0.42824
H -2.30087 -4.61223 -2.35889
H -0.56323 -4.35591 -2.60352
H -1.29442 -5.94500 -2.97641
H 0.78771 -6.08144 -1.61114
H 0.25839 -6.72999 -0.05178
H 1.96324 -4.99905 0.30786
H 0.42392 -4.47704 1.01039
H 0.29323 -2.03895 0.49310
H -0.95847 -3.02494 -0.31458
H -0.02571 -1.83910 -1.24396
C -6.67124 -1.94109 -4.98386
O -7.37945 -2.43395 -3.85131
C -6.87005 -3.69308 -3.39818
C -5.95079 -3.51766 -2.18696
O -4.75980 -2.80323 -2.53145
C -4.82546 -1.43099 -2.15602
H -6.91230 -0.88143 -5.10386
H -5.58889 -2.03769 -4.86600
H -6.99305 -2.48143 -5.88104
H -6.35801 -4.22104 -4.21121
H -7.73308 -4.29706 -3.09955
H -5.63651 -4.50755 -1.83774
H -6.47530 -3.02308 -1.35991
H -4.65635 -1.33718 -1.08043
H -5.78686 -0.97710 -2.41593
H -4.03765 -0.89183 -2.68602
C -13.19278 -1.37327 -5.56153
O -12.17005 -1.39762 -4.57129
C -11.25310 -2.48028 -4.76431
C -9.96564 -2.00455 -5.44179
O -10.21052 -1.55880 -6.77928
C -10.28924 -0.13967 -6.86975
H -13.67795 -0.39402 -5.52862
H -12.79468 -1.52764 -6.56770
H -13.93752 -2.14530 -5.33836
H -11.72320 -3.29184 -5.33206
H -11.00464 -2.86828 -3.77107
H -9.27199 -2.84986 -5.51166
H -9.47564 -1.21857 -4.85367
H -9.28316 0.28571 -6.83584
H -10.89610 0.29239 -6.06794
H -10.75013 0.11853 -7.82534
C 4.29475 -5.27388 6.29068
O 3.81782 -3.93690 6.40105
C 4.42447 -3.06318 5.44250
C 3.49916 -2.82022 4.24767
O 3.29158 -4.01802 3.49288
C 2.04741 -4.64013 3.79837
H 3.61098 -5.92764 6.83881
H 4.33642 -5.61114 5.25182
H 5.29105 -5.34598 6.74086
H 5.39564 -3.45532 5.11842
H 4.60213 -2.10884 5.94892
H 3.97661 -2.10002 3.57390
H 2.54136 -2.39230 4.56897
H 1.23687 -4.10128 3.30144
H 1.85658 -4.67534 4.87550
H 2.07396 -5.66458 3.42149



4.
Below is a structure of composition C35H30GeN3O6Ta at a distorted geometry, with properties calculated with wB97M-V/def2-TZVPD.

frontier orbital gap: 5.6 eV
2S+1: 1
electronic energy: -111596.850 eV

CARTESIAN COORDINATES (ANGSTROEM)
Ta -0.12322 1.31024 0.07264
C 3.27282 0.95730 0.28846
N 2.21876 1.65906 -0.46605
C 2.41401 1.24625 -1.87935
C 2.39857 3.12264 -0.36380
C 1.22650 3.81581 -1.03045
C 1.34077 5.13018 -1.46532
C 0.26347 5.75381 -2.07617
C -0.92521 5.05785 -2.25321
C -1.03013 3.74368 -1.81748
C 0.04025 3.08260 -1.20312
H 4.25670 1.27769 -0.07196
H 3.16499 -0.11407 0.12408
H 3.20805 1.15615 1.35403
H 3.44611 1.46762 -2.17604
H 1.72764 1.77532 -2.53219
H 2.22190 0.18044 -1.96656
H 3.35195 3.43089 -0.81291
H 2.45689 3.37211 0.70125
H 2.27502 5.66697 -1.33687
H 0.35204 6.77672 -2.41957
H -1.76820 5.53893 -2.73362
H -1.96872 3.21947 -1.95930
O -4.36016 1.64599 0.52495
C -3.19506 1.58691 0.81992
O -2.17252 1.43267 0.02441
C -2.67453 1.77479 2.23651
C -3.19691 2.67201 3.15520
C -2.40314 3.06040 4.22822
C -1.08040 2.67848 4.38518
C -0.62588 1.76283 3.45735
C -1.42409 1.23148 2.46858
N 0.79187 1.51150 3.25897
O 1.10523 1.16683 2.10236
O 1.58993 1.69243 4.13275
N -2.95109 4.03969 5.19754
O -2.23455 4.35878 6.12283
O -4.08829 4.41434 5.02358
H -4.17500 3.10855 3.00858
H -0.44964 3.10860 5.14801
H -1.08028 0.36425 1.88769
C 0.08248 -0.33286 -0.59072
Ge 0.12516 -2.22447 -0.85896
C 0.99684 -2.91364 0.76248
C 0.20710 -2.89029 1.91571
C 0.71086 -3.27351 3.14853
C 2.03119 -3.69239 3.25687
C 2.83109 -3.72289 2.12621
C 2.31617 -3.33711 0.89307
C -1.71712 -2.88131 -0.86244
C -1.99668 -4.24602 -0.91931
C -3.30598 -4.70300 -0.90125
C -4.35776 -3.79783 -0.82917
C -4.09527 -2.43671 -0.78186
C -2.78119 -1.98430 -0.79774
C 0.95105 -2.70389 -2.56789
C 0.39014 -2.09198 -3.69150
C 0.87870 -2.33929 -4.96453
C 1.94447 -3.21232 -5.14098
C 2.51067 -3.83245 -4.03838
C 2.01602 -3.57860 -2.76429
H -0.83267 -2.58294 1.84204
H 0.07282 -3.25688 4.02405
H 2.43082 -3.99472 4.21648
H 3.86240 -4.04505 2.19988
H 2.97968 -3.34754 0.03698
H -1.18732 -4.96716 -0.97819
H -3.50866 -5.76599 -0.94484
H -5.37972 -4.15553 -0.81616
H -4.90916 -1.72334 -0.73828
H -2.57803 -0.91891 -0.77708
H -0.44259 -1.40571 -3.57113
H 0.42713 -1.85234 -5.81973
H 2.32690 -3.41148 -6.13399
H 3.33697 -4.52052 -4.16658
H 2.46701 -4.09517 -1.92642



5.
Below is a structure of composition C4H8O2, with properties calculated with wB97M-V/def2-TZVPD.

frontier orbital gap: 8.2 eV
2S+1: 1
electronic energy: -8366.690 eV

CARTESIAN COORDINATES (ANGSTROEM)
C 0.66545 1.03032 0.32916
C 1.08863 -0.21829 0.84825
O 0.42949 -1.35440 0.37209
C -0.94629 -1.09983 0.17594
C -1.11998 0.07276 -0.77601
O -0.51149 1.25755 -0.24061
H 1.13993 1.92495 0.72033
H 1.57019 1.06073 -1.19547
H 1.73033 0.32117 -0.28123
H 1.55375 -0.28300 1.82721
H -1.43813 -0.87949 1.13474
H -1.38880 -2.00154 -0.25760
H -2.16804 0.32455 -0.94811
H -0.61583 -0.13666 -1.72830



6.
Below is a cluster of 2 separate species, C3H3N3O in total at a distorted geometry, with properties calculated with wB97M-V/def2-TZVPD.

frontier orbital gap: 9.2 eV
2S+1: 1
electronic energy: -9673.294 eV

CARTESIAN COORDINATES (ANGSTROEM)
N 2.17134 0.06721 0.88085
C 1.24233 -0.19225 0.11955
N -0.39733 0.54374 -1.56503
N -1.32617 1.29256 -1.26033
O -1.54059 -0.91927 2.00149
C -1.68103 -0.18485 1.15082
C 0.17760 -0.44294 -0.61076
H 3.07599 0.18312 0.42088
H -1.66330 1.13244 -0.29684
H -0.05885 -1.47978 -0.84063